180
Properties=species:S:1:pos:R:3:forces:R:3:lowdin_charge:R:1 method="wB97M-V/def2-TZVPD" smiles="C[C@H]1COC(=O)O1.C[C@H]1COC(=O)O1.C[C@H]1COC(=O)O1.C[C@H]1COC(=O)O1.C[C@H]1COC(=O)O1.C[C@H]1COC(=O)O1.COC[C@H](C)N.COC[C@H](C)N.COC[C@H](C)N.COC[C@H](C)N.COC[C@H](C)N.COC[C@H](C)N" homo_energy_ha=-0.321 spin_multiplicity=1 homo_lumo_gap_ev=8.799 e_lumo_ev=0.1 relative_energy_kcal_mol=0.0 total_energy_ha=-4024.37096 molar_mass_g_mol=1147.4
H 9.360 -1.300 3.297 -0.1842 -0.1594 0.1855 0.085
C 1.195 4.732 2.599 0.0459 -0.3219 -0.1438 -0.228
O 3.501 -5.128 2.234 -0.1845 0.4850 0.5838 0.093
H -1.011 2.371 -5.109 0.5340 -0.1330 -0.0588 0.139
H -0.369 6.661 3.916 -0.0222 -0.0881 -0.3083 0.079
C -1.846 5.934 -3.697 -0.5572 0.1941 0.8590 -0.057
H 1.640 -0.055 -5.155 -0.5114 0.1443 0.3092 0.059
C -0.407 -4.389 3.392 0.4196 0.7144 -0.1167 -0.111
H 2.700 3.617 0.625 -0.5325 0.0378 0.0155 0.094
H -3.032 6.091 -1.902 0.0532 0.2633 0.0146 0.125
C -4.158 -3.091 1.010 0.1585 -0.8786 -0.0301 -0.017
H -0.396 -1.808 4.797 0.1859 -0.4510 0.4676 0.061
O 2.654 -6.547 0.790 -0.2984 -0.3566 -0.6950 0.085
C -1.069 5.341 -1.405 0.8310 -0.8829 -0.6095 -0.198
H 2.523 5.258 5.620 -0.2332 -0.0177 0.0725 0.079
O -2.103 1.454 2.921 0.5737 0.4470 -1.6381 0.047
H 4.528 2.741 -3.521 -0.1058 -0.1094 0.0659 0.075
N 3.772 -1.583 4.289 0.0501 -0.1345 1.4217 0.034
H 0.468 4.333 4.631 -0.5422 0.1936 -0.4247 0.123
H 0.838 -5.832 1.361 0.0528 0.3218 -0.1020 0.133
C -5.037 1.879 -4.612 1.0488 -0.2479 2.0464 -0.446
H -5.545 2.939 -2.719 0.1868 -0.1075 -0.2399 0.090
H 8.760 -0.519 4.738 -0.4458 -0.2436 0.0158 0.087
C -4.731 2.867 -3.459 -0.0631 0.2440 -0.4082 -0.054
C 4.423 1.651 -3.452 -0.1882 0.5063 -0.1763 -0.063
C -1.434 -4.278 -3.544 -0.7218 1.1882 -0.3567 -0.294
C -1.140 -3.792 4.591 -0.1081 -0.5552 0.2040 -0.296
H 1.035 -1.016 -6.208 -0.3175 -0.4287 0.2044 0.085
C 1.198 3.313 -4.044 0.2627 0.4552 -1.7401 -0.083
H -1.121 0.901 -1.683 0.0070 0.0595 -0.1175 0.068
H 2.955 -1.914 3.781 0.2729 0.2313 -0.0782 0.034
C -2.501 -3.809 -4.511 -0.4947 -0.6350 -0.0028 -0.013
H -4.538 3.868 -3.870 -0.3480 -0.1183 -0.0883 0.071
C 6.257 -1.553 4.231 -1.5338 -1.9726 -0.9105 -0.240
H 0.644 -3.802 -4.152 -0.7340 0.2234 0.7936 0.158
N 0.762 -0.554 -5.340 0.8766 0.0353 -0.2765 0.050
H 6.336 -2.575 4.627 -0.0479 -0.2705 -0.0217 0.124
H -5.541 -0.176 -4.940 -0.3781 -0.0224 -0.0155 0.129
H -0.714 7.887 -2.238 -0.1164 0.0342 -0.0037 0.070
O 4.399 -1.020 -2.315 -0.2804 0.2443 0.2641 -0.169
C 3.240 -0.209 -2.289 -0.4777 -0.2983 1.4953 -0.216
H 3.734 -0.273 2.026 0.0977 -0.3017 0.2313 0.051
H -3.243 -3.713 1.011 -0.3095 0.5183 0.2695 0.087
O 4.458 -7.125 1.973 0.7095 -0.6116 0.0011 0.167
H 0.943 3.189 0.443 -0.6676 0.2461 -0.9902 0.066
C -0.901 -3.832 -1.403 -0.7363 0.2055 -0.6744 -0.583
O 0.187 -3.503 -2.118 0.4008 -0.4579 0.6506 0.060
C -4.898 -3.132 2.340 1.2311 0.4665 -1.0425 -0.321
O -1.213 -4.961 5.440 -0.2357 0.2656 -0.0523 0.081
H 2.144 2.018 0.951 0.1212 -0.9227 0.2046 0.057
C -0.490 0.230 0.306 0.5180 0.7918 -2.2082 -0.278
H -1.189 -5.315 -3.715 -0.0348 -0.4537 0.2237 0.155
C 0.553 0.772 4.961 0.4409 -0.3738 0.2327 -0.012
H -5.806 -1.415 -2.172 -0.4891 -0.0133 0.0379 0.090
H -0.345 -2.390 -3.697 -0.2288 0.2631 -0.4260 0.099
H 0.634 -3.142 5.573 -0.8284 0.6463 -0.1756 0.115
C 2.508 -4.379 1.521 0.9822 -0.0286 -1.1153 -0.306
H -2.949 -2.862 -4.233 0.1598 0.1445 0.4182 0.053
H -4.759 -3.479 0.177 -0.1204 0.1545 0.2175 0.094
H -1.421 -1.216 -6.250 -0.4290 -0.6259 -0.6371 0.060
C 0.431 -1.251 1.730 -0.4017 -0.6231 1.5349 -0.585
H -2.138 -3.646 -5.527 0.1316 -0.4717 -0.0196 0.088
H -0.044 5.415 -1.768 0.0900 0.1409 -0.6051 0.117
H 5.417 -0.443 1.569 0.1339 0.2670 0.1456 0.062
H 1.182 3.098 -2.996 -0.1889 -0.0675 0.7365 0.065
H 3.887 -1.983 -4.033 0.3384 0.0959 -0.0425 0.090
O 1.545 3.385 2.371 0.4494 -0.4657 -0.3378 -0.225
H 1.976 5.394 2.193 -0.1908 -0.0413 -0.1164 0.132
H -3.296 -4.576 -4.476 0.2270 0.4522 -0.4262 0.101
H 3.612 -4.170 -0.316 0.3111 -0.4575 -0.5497 0.093
C -0.400 -2.753 5.369 0.6852 0.0640 -0.1917 -0.013
H -6.460 0.681 -3.653 -0.9289 -0.3204 0.2921 0.119
H 0.209 4.996 2.145 0.4533 -0.2438 0.0570 0.126
C 1.139 5.018 4.091 -0.6705 0.7972 -0.2676 -0.446
H 4.909 0.693 2.882 0.2524 -0.2842 0.0749 0.073
H -2.705 6.281 -4.286 0.2814 -0.2295 0.0969 0.083
H 1.889 -3.778 2.155 0.2647 0.1688 0.4916 0.090
H -1.713 4.845 -3.729 -0.0799 0.2921 -0.4761 0.059
H 5.573 -2.174 -3.496 -0.1529 0.3671 -0.0304 0.099
H 5.020 -0.633 -4.275 0.1271 -0.2673 0.2068 0.070
C 1.723 -5.458 0.832 -0.4634 -1.0630 -0.1032 -0.080
H -2.103 3.892 0.588 0.0210 -0.0938 -0.7557 0.087
C 8.599 -1.390 4.083 -0.0636 0.7781 -1.3348 -0.082
O -1.955 -4.085 -2.200 0.4665 -0.6219 -0.7102 0.092
C 4.757 -0.293 2.427 0.2004 -0.8686 0.5476 -0.042
C 3.625 -6.344 1.672 -0.1465 0.2741 0.6634 -0.603
O 0.714 -0.296 0.877 0.1231 0.8719 -0.7069 0.103
O 1.067 2.159 -4.851 0.3358 0.0949 0.2306 -0.181
O 7.329 -1.340 3.373 1.6636 0.4912 1.0315 -0.171
H 1.500 -5.207 -0.199 -0.3049 0.1006 -0.0119 0.120
H -0.509 1.282 -3.821 0.1970 0.2051 0.3418 0.107
C -4.856 -1.318 -2.685 0.2386 -0.6012 0.4917 -0.119
H 0.827 6.856 5.143 -0.0431 0.3151 1.2778 0.057
C -0.945 2.169 3.422 -1.7913 -0.7948 1.1898 -0.036
H 0.588 0.375 5.971 0.2265 -0.2683 0.1427 0.091
C -0.220 1.644 -4.814 -1.1731 -1.1794 -0.2426 -0.221
C -6.319 -4.806 3.015 1.6879 3.0335 -0.0635 -0.551
H -5.590 3.120 -6.100 -0.2832 -0.5302 0.2386 0.086
O -7.077 -3.690 2.842 -0.1895 -0.8227 -0.2540 0.052
C -1.648 -0.294 -5.758 1.5730 0.5540 0.7033 -0.042
H 4.978 1.036 -0.833 -0.0585 0.0556 0.2307 0.074
O -1.344 3.903 -1.438 -1.0569 1.4727 1.1286 -0.228
H 3.953 -2.876 0.824 0.1834 0.1322 0.2291 0.075
H -4.085 1.692 -5.098 0.0809 0.1533 -0.5688 0.117
H -2.374 -0.350 1.139 -0.7291 0.4377 -0.0382 0.106
C -6.321 -2.638 2.216 -1.2152 -0.6790 1.4608 -0.076
H -6.731 -2.530 1.234 0.2213 0.1074 -0.9250 0.120
H -0.654 -3.954 2.436 -0.5198 -0.0780 -0.2978 0.108
O 1.249 -1.766 2.433 0.2524 -0.2976 0.1443 0.115
H -0.007 -0.526 -1.727 -0.2480 0.2786 0.2170 0.084
H -1.932 -0.551 -4.754 -0.3645 -0.0528 0.6172 0.057
H 3.949 -2.287 5.015 -0.1892 0.2963 -0.2288 0.076
O -0.711 -5.772 3.433 -0.2351 -0.0664 -0.0742 0.071
H -0.139 2.157 2.713 0.3826 -0.3562 0.0368 0.099
H -0.087 0.741 -6.757 0.0559 0.2656 0.1858 0.138
H 0.651 -0.069 4.266 0.0409 0.2566 0.0097 0.068
C -5.492 0.502 -4.081 0.2902 0.2841 -0.7220 -0.200
C -0.760 1.489 4.827 1.1926 0.7328 -1.6694 -0.275
C -0.268 0.416 -5.719 -0.6982 0.5254 -0.9513 -0.416
N -1.683 7.713 -1.982 0.0152 -0.6059 -0.3472 0.040
C -2.403 3.664 -0.464 -0.0271 -0.2850 -0.9088 -0.090
H -4.083 -1.615 -1.962 -0.0483 0.3555 -0.1400 0.082
O -1.860 0.582 4.893 0.3131 -0.2364 1.1696 0.110
H -2.645 2.587 -0.563 -0.0724 0.6472 0.2105 0.082
H 3.929 1.313 -4.376 0.3151 0.1049 0.1025 0.078
H 0.415 4.003 -4.356 -0.2265 0.2444 0.4765 0.076
C 4.752 -1.449 -3.589 -0.2759 -0.8904 -0.9274 -0.125
H -6.611 -1.778 2.804 0.5619 0.5360 -0.0359 0.134
O -1.005 -3.840 -0.227 0.6359 0.1201 1.3934 0.159
H -1.817 -1.502 -0.065 0.2720 -0.1718 -0.2805 0.111
H 2.468 -0.395 -3.071 0.8013 -0.2995 0.1473 0.119
H -0.764 1.197 0.747 0.4974 -0.1796 0.0888 0.128
H 1.430 1.435 4.843 -0.5677 -0.1337 -0.1008 0.100
N -6.023 2.401 -5.505 -0.6024 0.9659 -0.8265 0.031
H 2.902 4.049 4.569 0.0196 -0.4827 -0.1151 0.070
N 4.169 1.645 -0.946 0.0984 0.1149 -0.6971 0.065
H -6.721 2.927 -4.960 0.2520 -0.4653 -0.3158 0.086
H 8.794 -2.310 4.633 -0.4484 -0.1764 0.0268 0.083
H 2.590 1.698 -2.355 -0.3840 0.6846 0.1180 0.085
H 2.766 -0.409 -1.309 -0.0103 -0.2068 -0.3932 0.121
H -2.183 -3.468 4.400 0.4978 -0.2037 -0.2578 0.162
H 2.133 3.776 -4.359 0.1517 -0.0538 0.3830 0.096
H -4.323 -2.499 3.040 -0.3029 -0.6467 0.1606 0.135
C -0.188 -3.440 -3.491 1.0966 0.0781 -0.8645 -0.097
H -0.790 2.242 5.604 -0.6444 0.0382 0.2925 0.144
H -0.934 -2.636 6.311 0.1545 0.2973 0.0433 0.095
H 4.560 2.604 -0.998 -0.4121 -0.8031 -0.1077 0.085
H -3.291 4.289 -0.743 0.5747 -0.6841 0.4292 0.091
C 3.196 -3.547 0.446 -0.7485 0.4956 0.9319 0.010
O -3.501 -0.141 3.551 -0.3038 -0.5176 -0.0605 0.151
H 0.664 1.094 -1.355 -1.1155 -0.5211 0.0778 0.085
H -0.929 5.617 -0.379 -0.5433 0.4587 0.8962 0.095
H -0.965 6.469 -4.016 0.4532 -0.1188 -0.5311 0.071
C 0.677 6.495 4.159 0.2297 -0.8284 0.2095 -0.053
H 4.871 -2.418 2.810 0.7999 0.0875 -0.2748 0.112
O -0.887 -1.523 1.825 0.1992 1.0103 -1.7643 0.070
H -4.792 -2.044 -3.484 -0.2651 -0.2788 -0.4718 0.071
N 2.435 4.926 4.674 1.2564 0.5702 -0.0798 0.048
H 2.387 -2.957 0.045 -0.1155 0.4510 -0.6082 0.076
C -0.246 0.435 -1.238 0.9480 0.0002 1.3550 0.018
O -6.686 -5.815 3.449 -0.8826 -2.2520 0.4986 0.202
H -3.804 2.642 -2.966 0.3545 -0.5022 0.5405 0.046
H -3.915 -2.061 0.836 0.2456 0.5434 -0.3966 0.058
C 4.945 -1.514 3.426 -0.9228 0.6897 -1.4844 -0.399
H -1.795 8.016 -1.023 -0.1085 -0.2167 0.0672 0.069
H 6.169 -0.992 5.127 0.3143 1.6079 0.6629 0.111
H -2.430 0.276 -6.232 -0.1581 0.1193 -0.2987 0.071
H 1.358 7.103 3.577 -0.0945 0.0616 -0.5252 0.081
O -4.993 -4.491 2.757 -1.0999 -0.0526 0.2018 0.076
C -2.002 6.291 -2.215 0.2612 -0.5284 0.5832 -0.421
C 3.564 1.252 -2.250 0.9728 0.6899 -0.1742 -0.429
C -1.512 -0.780 0.679 -0.5369 -1.3723 1.7194 -0.045
O -1.526 -7.117 5.026 -0.3864 -2.2911 0.5921 0.196
H 0.674 -4.261 3.476 -0.0388 -0.0553 0.4875 0.113
C -1.174 -6.066 4.673 0.1497 1.5486 -0.4893 -0.587
C 1.838 3.034 0.998 0.6079 1.3002 1.3951 -0.060
H -1.334 3.159 3.531 0.2583 0.9296 0.1076 0.117
O -4.614 -0.030 -3.128 1.0431 1.2378 0.2308 -0.189
C -2.559 0.554 3.768 -0.2085 0.1634 0.2476 -0.616
H 5.444 1.255 -3.379 -0.3068 -0.1110 -0.0248 0.083